Molecular formula: C17H30N3OsSe2Si2
Method: DFT, wB97M-V/def2-TZVPD

Last column: Löwdin charge in e.
Element x y z (Å)
Os1 -0.300107 0.013785 0.340431  0.55
C1 -0.621284 -4.910915 -0.376740  -0.17
Si1 -0.569532 -3.253098 0.489326  0.43
C2 0.867418 -3.277368 1.697386  -0.17
C3 -2.154811 -3.014954 1.446532  -0.17
C4 -0.276714 -1.794200 -0.699235  -0.51
C5 1.116645 -1.528493 -1.162558  -0.41
C6 2.092187 -2.294787 -1.784131  -0.01
C7 3.255527 -1.658385 -2.188265  -0.02
C8 3.442285 -0.299961 -1.947278  -0.03
C9 2.466715 0.394469 -1.261266  -0.10
N1 1.350413 -0.228194 -0.883938  -0.12
Si2 -1.376531 -1.775761 -2.284766  0.43
C10 -3.172554 -2.004230 -1.842788  -0.18
C11 -0.846336 -3.187242 -3.398269  -0.16
C12 -1.041854 -0.231282 -3.286685  -0.18
H1 -0.635920 -5.699308 0.380150  0.04
H2 0.249328 -5.084132 -1.012130  0.03
H3 -1.516542 -5.031273 -0.988549  0.03
H4 0.788677 -4.137256 2.366689  0.05
H5 0.852851 -2.370943 2.304787  -0.02
H6 1.833894 -3.332883 1.189998  0.04
H7 -2.228378 -3.799403 2.204644  0.04
H8 -3.038617 -3.086100 0.812111  0.03
H9 -2.181082 -2.046695 1.949786  0.00
H10 1.925377 -3.345746 -1.973431  0.12
H11 4.021653 -2.220623 -2.706004  0.12
H12 4.337234 0.209448 -2.272201  0.11
H13 2.562081 1.440630 -1.003305  0.13
H14 -3.366960 -3.033060 -1.532061  0.03
H15 -3.782920 -1.813030 -2.728417  0.04
H16 -3.510366 -1.335435 -1.051279  0.00
H17 -0.922665 -4.174981 -2.946876  0.02
H18 0.169788 -3.053432 -3.773287  0.03
H19 -1.507392 -3.174626 -4.269686  0.05
H20 -1.320301 0.701348 -2.799469  0.00
H21 -1.597477 -0.299909 -4.225591  0.04
H22 0.018738 -0.176757 -3.549153  0.04
Se1 -2.144825 1.143343 0.077001  0.26
C13 2.480852 -1.104578 4.351630  -0.01
N2 1.095783 -0.676044 4.532131  -0.12
C14 0.309799 -0.976232 5.620792  -0.01
C15 -0.865412 -0.333724 5.447124  -0.01
N3 -0.778710 0.361095 4.261745  -0.10
C16 -1.826607 1.229635 3.738011  -0.03
C17 0.416752 0.131382 3.700425  -0.61
Se2 1.132277 0.813218 2.079464  0.70
H23 2.731355 -1.780871 5.163443  0.10
H24 3.142392 -0.241938 4.379107  0.10
H25 2.588972 -1.618921 3.400440  0.07
H26 0.656637 -1.608332 6.417974  0.14
H27 -1.746901 -0.300991 6.061559  0.14
H28 -2.448133 1.546230 4.570770  0.10
H29 -2.422078 0.699373 2.998158  0.04
H30 -1.368323 2.096136 3.268944  0.08

Atoms 1-6, force components in eV/Å:
0.161 -0.003 -0.108
-0.006 -0.021 0.018
0.036 0.046 -0.039
-0.004 -0.017 -0.008
-0.009 -0.006 0.007
0.006 -0.168 0.062

As for the charge: +1. As for the total energy: -171498.1237 eV.



Molecular formula: C27H42Ge2N5OSW
Method: DFT, wB97M-V/def2-TZVPD

Last column: Löwdin charge in e.
Element x y z (Å)
W1 -0.652473 0.588070 -0.086750  1.13
O1 -0.746822 2.009848 1.205206  -0.34
N1 -0.826979 3.327916 0.864018  -0.14
C1 -0.609388 4.223666 1.847703  0.02
C2 -0.722677 5.554998 1.565894  0.01
C3 -1.065768 5.947340 0.269695  0.01
C4 -1.285663 4.998581 -0.706695  -0.03
C5 -1.169859 3.646109 -0.398673  -0.60
S1 -1.473018 2.355436 -1.516204  0.75
H1 -0.347729 3.810293 2.810603  0.16
H2 -0.546300 6.277200 2.350079  0.13
H3 -1.158128 6.998746 0.030305  0.14
H4 -1.547151 5.270592 -1.720320  0.13
C6 3.894042 1.914522 1.016104  -0.15
C7 2.383922 2.142871 0.903407  -0.36
Ge1 1.658924 1.444262 -0.811910  0.74
C8 1.837328 2.821370 -2.171252  -0.39
C9 3.286211 2.986174 -2.649317  -0.15
C10 2.729774 -0.107907 -1.264615  -0.23
C11 2.523399 -1.291915 -0.683688  -0.38
Ge2 0.912330 -1.344193 0.405636  0.96
C12 -0.608216 -1.558018 -1.139938  -0.38
C13 -0.101164 -2.196002 -2.426720  -0.10
C14 0.638367 -2.693078 1.783782  -0.35
C15 1.386199 -4.019786 1.645066  -0.14
C16 3.414143 -2.464447 -0.893802  -0.25
C17 4.787857 -2.272481 -1.035499  -0.03
C18 5.625638 -3.342229 -1.311383  -0.05
C19 5.104816 -4.620870 -1.446619  -0.06
C20 3.741417 -4.829543 -1.296356  -0.05
C21 2.908639 -3.756766 -1.014556  -0.09
H5 4.276166 2.357163 1.937836  0.08
H6 4.439832 2.363624 0.185863  0.06
H7 4.135346 0.851010 1.032873  0.06
H8 2.150336 3.211782 0.925905  0.06
H9 1.859974 1.672221 1.733849  0.04
H10 1.470777 3.758287 -1.741364  0.05
H11 1.178920 2.577662 -3.006820  0.05
H12 3.968424 3.207867 -1.826060  0.06
H13 3.362234 3.808306 -3.361998  0.08
H14 3.648798 2.087561 -3.150871  0.07
H15 3.531538 -0.025829 -1.999279  0.08
H16 -1.017037 -0.572563 -1.510043  -0.02
H17 -1.462291 -2.104200 -0.750834  0.05
H18 0.820107 -1.738803 -2.778650  0.08
H19 -0.862419 -2.114479 -3.204631  0.10
H20 0.083979 -3.255934 -2.260310  0.08
H21 -0.438069 -2.847652 1.870902  0.04
H22 0.947050 -2.179841 2.699335  0.07
H23 1.013582 -4.623323 0.818207  0.07
H24 1.232893 -4.587642 2.563949  0.09
H25 2.457409 -3.882466 1.509669  0.07
H26 5.204744 -1.279705 -0.907511  0.11
H27 6.690104 -3.177227 -1.419462  0.12
H28 5.761193 -5.454808 -1.658598  0.12
H29 3.330174 -5.825631 -1.397908  0.11
H30 1.841779 -3.924065 -0.900470  0.08
C22 -3.772219 -0.427997 -0.610369  -0.18
N2 -2.831852 -0.088388 0.539315  -0.18
C23 -3.518784 1.042228 1.310529  -0.18
N3 -4.837788 0.682850 1.743162  -0.07
C24 -5.666786 0.341192 0.581743  -0.13
N4 -5.085239 -0.786803 -0.153363  -0.08
C25 -4.992847 -1.940771 0.747377  -0.13
N5 -4.162700 -1.628477 1.920491  -0.07
C26 -2.838063 -1.287705 1.481550  -0.18
C27 -4.757772 -0.487014 2.625704  -0.13
H31 -3.341644 -1.257627 -1.168472  0.12
H32 -3.826470 0.450730 -1.252405  0.11
H33 -3.564393 1.902585 0.643763  0.11
H34 -2.901695 1.272619 2.174415  0.12
H35 -5.744904 1.205955 -0.078770  0.14
H36 -6.664586 0.071234 0.922888  0.14
H37 -4.561081 -2.786990 0.211401  0.14
H38 -5.991039 -2.215253 1.081650  0.14
H39 -2.411696 -2.138352 0.954683  0.10
H40 -2.210995 -1.045298 2.341664  0.13
H41 -4.155405 -0.244425 3.501521  0.14
H42 -5.759253 -0.756367 2.954746  0.14

Atoms 1-6, force components in eV/Å:
-2.083 -0.343 1.281
-0.019 0.185 0.242
-0.015 -0.081 0.098
0.050 0.058 0.090
0.007 0.043 0.074
-0.028 0.018 -0.097

Its expectation value of S² is 0.9132. The spin multiplicity is 2. As for the charge: +2. As for the total energy: -163852.2847 eV.



Molecular formula: C54H46N2P3SiW
Method: DFT, wB97M-V/def2-TZVPD

Last column: Löwdin charge in e.
Element x y z (Å)
W1 -18.618382 -10.251650 -6.474103  1.03
C1 -18.106530 -4.178794 -4.147929  -0.02
C2 -17.666457 -4.414528 -5.444450  -0.05
C3 -17.667986 -5.686974 -5.970047  -0.06
C4 -17.863431 -6.770943 -5.064953  -0.36
C5 -18.359512 -6.566055 -3.782283  -0.12
C6 -18.505333 -5.275925 -3.348473  -0.05
P1 -17.307417 -8.384691 -5.606116  0.93
C7 -15.806597 -7.985658 -6.584532  -0.35
C8 -15.954391 -7.486860 -7.905950  -0.13
C9 -14.825764 -6.925720 -8.517873  -0.04
C10 -13.533333 -7.024154 -7.924941  -0.02
C11 -13.437256 -7.641227 -6.702460  -0.06
C12 -14.538913 -8.163156 -6.036219  -0.08
C13 -16.790497 -9.031963 -3.949948  -0.37
C14 -15.850766 -8.255643 -3.206610  -0.07
C15 -15.321200 -8.689357 -1.957090  -0.03
C16 -15.786983 -9.877177 -1.410912  -0.04
C17 -16.805413 -10.604611 -2.067418  -0.08
C18 -17.282754 -10.217212 -3.338839  -0.31
Si1 -18.544166 -11.340190 -4.147463  0.56
C19 -17.940768 -13.094906 -4.283006  -0.30
C20 -18.438258 -14.175543 -3.581183  -0.08
C21 -17.710487 -15.376316 -3.524428  -0.03
C22 -16.536928 -15.506281 -4.274454  -0.03
C23 -16.136707 -14.495899 -5.142401  -0.06
C24 -16.860465 -13.290993 -5.199817  -0.39
P2 -16.479418 -11.982930 -6.402271  1.04
C25 -14.736461 -11.791906 -5.846477  -0.33
C26 -13.711263 -12.052845 -6.783139  -0.09
C27 -12.441832 -11.567110 -6.541499  -0.06
C28 -12.090103 -11.037894 -5.297991  -0.05
C29 -13.046788 -10.996530 -4.278957  -0.04
C30 -14.374648 -11.457899 -4.524240  -0.06
C31 -16.413738 -12.842191 -8.001944  -0.40
C32 -17.224022 -13.998083 -8.186330  -0.09
C33 -17.207035 -14.604808 -9.445772  -0.04
C34 -16.498576 -14.085911 -10.532736  -0.04
C35 -15.805553 -12.911681 -10.349422  -0.04
C36 -15.779291 -12.227552 -9.091840  -0.12
C37 -20.204256 -11.099006 -3.299717  -0.28
C38 -20.485607 -11.624903 -2.029068  -0.07
C39 -21.701859 -11.331827 -1.446592  -0.04
C40 -22.625494 -10.529411 -2.096577  -0.04
C41 -22.380895 -10.073286 -3.370513  -0.07
C42 -21.141213 -10.283846 -3.978848  -0.36
P3 -20.856893 -9.797754 -5.727798  0.92
C43 -21.293239 -8.067531 -6.083276  -0.37
C44 -21.351943 -7.076487 -5.093592  -0.06
C45 -21.801708 -5.806401 -5.477537  -0.04
C46 -22.218005 -5.522920 -6.763050  -0.04
C47 -22.141263 -6.492290 -7.756294  -0.04
C48 -21.562669 -7.743658 -7.419964  -0.13
C49 -22.107509 -10.863420 -6.501129  -0.37
C50 -23.231933 -10.347067 -7.166165  -0.08
C51 -24.077222 -11.218874 -7.849932  -0.06
C52 -23.902029 -12.591632 -7.826610  -0.05
C53 -22.880005 -13.124581 -7.064492  -0.06
C54 -21.961794 -12.287056 -6.407828  -0.09
H1 -18.190678 -3.168598 -3.719897  0.13
H2 -17.332538 -3.604275 -6.072446  0.12
H3 -17.498519 -5.887198 -7.019806  0.09
H4 -18.476373 -7.397541 -3.124130  0.11
H5 -18.968554 -5.071142 -2.371371  0.13
H6 -16.881510 -7.594809 -8.462121  0.09
H7 -14.998139 -6.492891 -9.491969  0.11
H8 -12.673920 -6.541110 -8.332140  0.11
H9 -12.475082 -7.825354 -6.216610  0.12
H10 -14.350379 -8.661528 -5.087106  0.09
H11 -15.550904 -7.318666 -3.623467  0.11
H12 -14.528209 -8.181948 -1.445315  0.12
H13 -15.333390 -10.312912 -0.468550  0.15
H14 -17.262804 -11.440603 -1.592886  0.10
H15 -19.296333 -14.066891 -2.933095  0.10
H16 -18.109226 -16.209284 -2.907072  0.13
H17 -15.919096 -16.391812 -4.128726  0.13
H18 -15.277837 -14.599540 -5.777541  0.12
H19 -13.890465 -12.548296 -7.757917  0.10
H20 -11.714479 -11.769800 -7.335753  0.13
H21 -11.132420 -10.551719 -5.175678  0.12
H22 -12.835705 -10.520647 -3.305225  0.12
H23 -15.113866 -11.511734 -3.740954  0.08
H24 -17.856100 -14.386575 -7.414359  0.11
H25 -17.765720 -15.518002 -9.643012  0.12
H26 -16.644044 -14.469421 -11.553385  0.14
H27 -15.326495 -12.415040 -11.154490  0.11
H28 -15.288722 -11.245852 -9.007767  0.12
H29 -19.737102 -12.277713 -1.551834  0.11
H30 -21.939292 -11.768065 -0.457108  0.14
H31 -23.568498 -10.333034 -1.622592  0.12
H32 -23.143621 -9.506522 -3.898092  0.12
H33 -21.039940 -7.289720 -4.081242  0.11
H34 -21.865243 -5.066718 -4.675687  0.13
H35 -22.608802 -4.504577 -7.036975  0.15
H36 -22.441768 -6.312933 -8.803373  0.13
H37 -21.432372 -8.510749 -8.198451  0.09
H38 -23.469742 -9.253030 -7.152968  0.12
H39 -24.906293 -10.798785 -8.416076  0.12
H40 -24.658214 -13.204145 -8.337539  0.13
H41 -22.757942 -14.211088 -6.955893  0.12
H42 -21.174431 -12.737520 -5.774667  0.11
N1 -18.599069 -10.097223 -8.637619  -0.08
N2 -19.292603 -11.300968 -8.249959  -0.08
H43 -19.223253 -9.403475 -9.043821  0.12
H44 -17.822845 -10.271513 -9.340750  0.15
H45 -18.671677 -12.102647 -8.441174  0.08
H46 -20.222440 -11.417792 -8.638537  0.13

Atoms 1-6, force components in eV/Å:
1.115 0.586 -0.338
-0.391 -0.622 0.808
-0.256 0.619 -0.193
-0.169 -1.199 1.301
-0.574 0.961 -1.677
0.776 0.074 -0.654

Its expectation value of S² is 2.0301. The spin multiplicity is 3. As for the charge: +3. As for the total energy: -97268.2173 eV.



Molecular formula: C4H7N
Method: DFT, wB97M-V/def2-TZVPD

Last column: Löwdin charge in e.
Element x y z (Å)
C1 2.238004 -0.491644 1.222134  -0.08
N1 1.120507 -0.858336 0.786948  -0.08
C2 0.370390 -0.006417 0.038542  -0.20
C3 -0.928528 -0.390899 -0.481091  -0.11
C4 -1.835080 0.650901 -0.918057  -0.11
H1 2.863876 -1.309424 1.744005  0.09
H2 2.730966 0.404795 0.841916  0.06
H3 0.741252 1.062243 -0.026519  0.12
H4 -1.100330 -1.416406 -0.264583  0.09
H5 -1.316784 1.462947 -1.234476  0.04
H6 -2.423994 0.250371 -1.699540  0.06
H7 -2.460279 0.641869 -0.009279  0.11

Atoms 1-6, force components in eV/Å:
1.993 -1.989 0.075
-0.441 -1.223 0.309
-4.359 0.717 -2.031
7.209 1.440 2.667
-1.882 -3.465 1.224
-0.908 1.699 -0.476

Its SMILES is C=N/C=C/C. The value obtained for the energy above the lowest of the compared OMol25 structures with the same formula, charge and spin is 2.321 eV. As for the charge: 0. As for the total energy: -5749.0963 eV.